a) Density functional theory data (ωB97M-V with the def2-TZVPD basis set) for a gas-phase ion, C9H17N2 (charge +1).

Net charge ... +1
E_HOMO ... -0.4615 Ha
SMILES string ... CC/C=C1\[NH+]=CN(C)C1(C)C
HOMO-LUMO gap ... 0.3285 Ha

Atoms and positions in Å:
N 0.63242 1.55526 1.00887
N 1.54003 0.29625 -0.59247
C 1.62276 1.41675 0.11546
C 0.40338 2.63787 1.99001
C 0.45103 -2.38130 -1.69172
C -0.33240 0.45932 0.90374
C -0.17754 -2.10588 -3.05941
C -0.50134 -0.35597 2.22209
C 0.35398 -0.37951 -0.19024
C -1.62119 1.01600 0.31830
C -0.13685 -1.55727 -0.60731
H 0.22507 -1.06585 2.32453
H -2.15414 0.25470 -0.34799
H 2.28626 2.20263 -0.13157
H -0.09646 -1.07350 -3.39129
H -2.37732 1.27476 1.08172
H -0.59060 2.84464 2.23853
H 1.47258 -2.23691 -1.74274
H 0.44392 -3.46194 -1.40499
H 0.82042 2.44551 2.96489
H -1.32666 1.77681 -0.31066
H 2.04680 0.25284 -1.37771
H 0.36181 -2.80949 -3.74492
H -0.26216 0.33987 3.01847
H 0.90640 3.47367 1.55019
H -1.18059 -1.76786 -0.40443
H -1.28985 -2.30014 -3.01084
H -1.51979 -0.75129 2.27150

***

b) Density functional theory data (ωB97M-V with the def2-TZVPD basis set) for a gas-phase ion, C9H17N2 (charge +1).

Net charge ... +1
E_HOMO ... -0.4747 Ha
SMILES string ... CC(C)=C/C(C)=[N+]1/C[C@H]1CN
HOMO-LUMO gap ... 0.3220 Ha

Atoms and positions in Å:
N 1.12461 -0.10666 1.09448
N -1.48097 2.53335 0.72183
C 1.62902 0.70380 2.22272
C 2.70566 -1.36749 -0.23188
C 0.34716 -1.27917 -0.84587
C -2.00611 -0.68404 -0.35288
C -0.96404 -1.09566 -1.32536
C -1.36172 -1.66750 -2.62286
C 1.36994 -0.89822 0.14694
C 0.01464 2.24224 0.90363
C 0.37199 0.97765 1.60870
H -2.98169 -0.69822 -0.85111
H -0.54687 0.61961 2.07543
H -0.82794 -2.48573 -2.99820
H 2.76844 -2.39424 0.11029
H -2.47203 -1.97620 -2.67063
H -1.52827 3.11878 -0.09978
H 3.40819 -0.78156 0.36802
H 1.60643 0.47557 3.24097
H -1.85104 3.08757 1.48521
H 0.41677 3.08995 1.61351
H 2.48782 1.36419 1.88609
H -1.07288 -0.98039 -3.51174
H 0.97775 -1.90496 -1.53522
H -2.00583 -1.61781 0.20815
H 2.84563 -1.27792 -1.33124
H 0.38875 2.18021 -0.18956
H -1.84345 0.23407 0.23640

***

Of them, a) has the highest stability.

***

a) Density functional theory data (ωB97M-V with the def2-TZVPD basis set) for 2 unconnected molecules or ions with the total composition C4H11NOSi.

Net charge ... 0
E_HOMO (spin up / spin down) ... -0.3374 / -0.3555 Ha
HOMO-LUMO gap (spin up / spin down) ... 0.2689 / 0.3302 Ha

Atoms and positions in Å:
Si 1.61640 -0.00151 0.75171
O -0.17457 -2.13050 0.15945
N -0.06632 0.03944 0.44948
C -2.15673 -0.79121 -0.21257
C 2.37471 -0.57962 -0.89476
C -0.71854 -1.03370 0.09947
C -1.17160 2.34572 0.13639
H 2.48804 -1.72048 -0.76366
H -2.76332 -0.59693 0.65436
H 1.81515 1.08244 1.64154
H -2.36294 0.01933 -0.83244
H -2.72972 -1.74975 -0.60417
H -0.98708 2.39286 -0.88202
H 3.48644 -0.36980 -1.10197
H -0.30466 2.44755 0.78823
H 1.79204 -0.30895 -1.74840
H 1.77683 -1.20080 1.57688
H -1.91413 2.15593 0.78246

***

b) Density functional theory data (ωB97M-V with the def2-TZVPD basis set) for a single C4H11NOSi molecule.

Net charge ... 0
E_HOMO ... -0.3476 Ha
SMILES string ... C[SiH2]N(C)C(C)=O
HOMO-LUMO gap ... 0.3772 Ha

Atoms and positions in Å:
Si -1.42084 -0.46228 0.36791
O -0.31133 1.75197 0.94088
N 0.32757 -0.21506 0.17022
C 1.40441 -1.25210 -0.17641
C -2.61444 0.73957 -0.52321
C 2.09979 1.58843 0.32466
C 0.64693 1.12744 0.49234
H -2.67460 1.64808 0.20280
H -2.02356 1.24995 -1.35183
H -1.50492 -1.80677 -0.30448
H 2.10294 -1.02670 -1.06777
H 2.94435 0.93536 0.66098
H -1.64168 -0.33206 1.78682
H 1.02384 -2.26140 -0.22740
H 2.10163 2.50550 0.87656
H 2.18542 1.80989 -0.75014
H -3.52555 0.34688 -1.02470
H 2.14977 -1.24163 0.52071

***

Of them, b) has the highest stability.

***

a) Density functional theory data (ωB97M-V with the def2-TZVPD basis set) for a molecular structure, H26NeO13.

Net charge ... 0
E_HOMO ... -0.3735 Ha
HOMO-LUMO gap ... 0.3656 Ha

Atoms and positions in Å:
Ne -0.45589 -0.39131 0.07141
O 1.80314 -0.79548 -2.65490
O -2.73679 1.86838 -0.17488
O -2.34483 -2.36124 -0.96931
O 2.38781 2.92852 -0.40558
O 1.84328 -0.51367 3.23440
O -3.62567 -0.46032 1.02879
O -0.37702 3.07363 0.91896
O 1.82300 2.15262 3.07931
O -0.24880 -2.34644 2.85276
O -0.38257 3.03542 -3.21170
O 2.60233 -2.56720 -0.54439
O -0.69912 0.32153 -2.73453
O 0.02511 -3.32879 0.26185
H 2.17988 -1.20335 -3.43461
H 2.30860 0.00875 -2.53675
H -2.08803 1.45163 -0.74202
H 2.41147 -0.59454 2.46833
H 0.39618 3.14112 -3.75814
H 1.94795 1.20749 3.16503
H -0.81848 -2.07253 3.57155
H 2.97036 3.55095 0.02967
H -1.46079 -2.57222 -0.66900
H -1.07574 -0.44784 -3.16168
H -0.15325 -2.83607 1.06288
H 1.43619 2.26579 2.21110
H 1.15570 -1.16440 3.09297
H -3.27108 -1.08838 0.39948
H -1.23814 2.70853 0.71549
H 0.24029 0.14111 -2.70007
H 2.50543 -1.81541 -1.12890
H 1.62146 2.87724 0.16566
H -2.95778 2.68499 -0.62270
H -2.80822 -3.19873 -0.95849
H 1.70881 -2.77610 -0.27194
H 0.10807 -3.18801 3.13671
H -0.38835 -4.17988 0.40653
H -0.40902 2.10009 -3.00994
H -0.55064 3.98827 1.14150
H -3.38476 0.39588 0.67506

***

b) Density functional theory data (ωB97M-V with the def2-TZVPD basis set) for a molecular structure, H26NeO13.

Net charge ... 0
E_HOMO ... -0.3641 Ha
HOMO-LUMO gap ... 0.3584 Ha

Atoms and positions in Å:
Ne -15.60111 -11.77744 3.42304
O -16.62517 -14.08491 2.13730
O -17.90353 -11.64392 1.02557
O -17.37172 -9.23375 2.09712
O -16.45065 -13.94976 4.79653
O -13.73563 -14.01027 1.79194
O -15.43593 -11.77500 6.14916
O -13.04396 -11.23365 4.52788
O -17.14178 -9.78188 5.68417
O -15.16559 -9.17725 0.55940
O -13.45411 -11.24748 1.72516
O -11.62649 -13.43912 3.77889
O -14.48916 -15.93628 3.90625
O -14.92206 -8.01034 5.07284
H -12.14573 -13.78048 3.05081
H -14.60308 -9.76203 1.06720
H -17.42679 -12.21265 1.63013
H -14.08812 -15.26775 3.35086
H -16.52103 -10.51037 5.66959
H -18.18543 -8.91977 2.49146
H -15.70076 -12.60180 5.74607
H -15.71397 -14.07136 1.84445
H -17.02506 -14.80135 1.64431
H -13.02167 -14.15265 1.17046
H -14.78671 -12.02554 6.80640
H -15.65133 -8.49443 5.46020
H -13.56199 -11.21491 2.67570
H -12.52953 -11.04558 1.58152
H -14.98101 -16.48920 3.29914
H -17.58959 -10.10099 1.75555
H -13.72714 -11.17447 5.19571
H -12.11038 -12.66957 4.07869
H -15.95650 -9.08408 1.09046
H -16.01294 -14.80060 4.82290
H -13.81490 -13.05828 1.85240
H -14.85484 -7.21470 5.60072
H -17.67059 -9.90137 4.89530
H -12.45641 -10.50288 4.72018
H -18.82261 -11.74888 1.27160
H -16.65390 -13.81300 3.87120

***

Of them, b) has the highest stability.

***

a) Density functional theory data (ωB97M-V with the def2-TZVPD basis set) for 3 unconnected molecules or ions with the total composition C5H16O2.

Net charge ... 0
E_HOMO ... -0.3939 Ha
SMILES string ... CCCCC.O.O
HOMO-LUMO gap ... 0.4213 Ha

Atoms and positions in Å:
O 3.52406 1.73509 2.55418
O 4.39047 5.09791 -0.81584
C -0.60797 -2.55388 1.20131
C -2.01056 -1.61431 -0.61787
C -1.95599 0.87052 -1.47670
C -1.54163 -0.21158 -0.46652
C -0.96082 -2.70525 -0.26065
H -1.58644 0.24011 0.51445
H 4.15787 4.40092 -1.40481
H 2.81162 1.28618 3.05586
H -1.34159 -3.67705 -0.56680
H -0.43335 -0.22842 -0.56668
H -0.02404 -2.54762 -0.84181
H 4.38856 5.96437 -1.21020
H -2.32463 -1.89118 -1.64538
H -1.48519 -2.25248 1.81999
H -2.81500 -1.84316 0.09305
H 0.03040 -1.65709 1.30678
H -1.48860 0.92713 -2.45196
H -1.89227 1.90880 -1.07586
H -0.13808 -3.33404 1.78971
H 4.32665 1.25084 2.77213
H -3.02347 0.83419 -1.70635

***

b) Density functional theory data (ωB97M-V with the def2-TZVPD basis set) for 3 unconnected molecules or ions with the total composition C5H16O2.

Net charge ... 0
E_HOMO ... -0.4042 Ha
SMILES string ... CCC(C)C.O.O
HOMO-LUMO gap ... 0.4247 Ha

Atoms and positions in Å:
O -3.85993 -5.10325 -3.10585
O -3.50120 -2.70816 0.82885
C 1.82305 1.41044 -0.54183
C 1.93247 2.83015 -1.10548
C 1.19323 1.62070 1.91547
C 0.73262 1.20112 0.52181
C 0.48042 -0.33301 0.57724
H 1.46846 2.93999 -2.09332
H 2.96931 3.09400 -1.32106
H -4.21667 -5.24208 -2.22509
H -3.63397 -4.16848 -3.11598
H 0.08049 -0.67375 -0.37048
H -3.76502 -2.61850 1.75063
H 1.49539 2.67111 1.99251
H 1.38085 -0.90310 0.84196
H 2.76123 1.16897 -0.04275
H -0.22017 -0.54672 1.38241
H 2.05280 1.00402 2.16597
H 1.54022 3.57889 -0.41821
H -0.24832 1.50453 0.13140
H 0.37552 1.50483 2.62744
H 1.72085 0.66178 -1.32804
H -2.56162 -2.89348 0.93240

***

Of them, b) has the highest stability.

***

a) Density functional theory data (ωB97M-V with the def2-TZVPD basis set) for 2 unconnected molecules or ions with the total composition C9H13N2.

Net charge ... +1
E_HOMO ... -0.4924 Ha
HOMO-LUMO gap ... 0.3251 Ha

Atoms and positions in Å:
N -2.74087 -0.27151 0.18736
N -0.49044 0.20127 1.97897
C 0.90398 0.50596 2.04852
C 1.83734 -1.32901 -1.32442
C 0.91240 0.69137 -2.25875
C -0.08270 1.56752 1.69765
C -1.55503 -0.97757 0.10841
C 1.88618 -0.26319 -2.20276
C -0.28553 0.47239 -1.56291
C 0.63281 -1.47926 -0.65734
C -0.48028 -0.69601 -0.87120
H 2.61718 -2.08938 -1.47625
H -0.94750 1.32303 -1.83354
H 1.35585 0.44385 3.08584
H -0.33278 1.86835 0.74207
H -2.77376 0.63470 -0.16723
H -0.95760 0.17379 2.85966
H -3.55585 -0.38539 0.89354
H 1.50805 0.12185 1.32378
H -1.51851 -1.86549 0.70197
H 2.79260 -0.13997 -2.87236
H 0.65259 -2.24486 0.13998
H -0.35541 2.25434 2.43627
H 0.97728 1.48324 -2.97727

***

b) Density functional theory data (ωB97M-V with the def2-TZVPD basis set) for a gas-phase ion, C9H13N2 (charge +1).

Net charge ... +1
E_HOMO (spin up / spin down) ... -0.3965 / -0.4115 Ha
HOMO-LUMO gap (spin up / spin down) ... 0.2234 / 0.2455 Ha

Atoms and positions in Å:
N 0.16255 -2.43439 1.66743
N 0.34096 -0.22691 2.41938
C -1.23571 -0.42973 -3.81166
C 0.16984 -3.59438 1.61142
C -0.11471 1.07177 1.98296
C 0.27167 1.25050 0.47359
C -0.36393 -1.22767 1.95066
C -0.93969 0.23952 -2.49044
C -0.10390 0.10545 -0.26349
C 1.69796 -0.32503 2.78891
C -0.28336 -0.40939 -1.54640
H 0.45454 1.75793 2.61320
H 1.93958 -1.20001 3.45465
H -1.99997 0.03079 -4.42480
H -0.07973 2.20370 0.25538
H -1.47478 -1.41528 -3.66875
H -0.30744 -0.45588 -4.39949
H -1.30634 1.25391 -2.50444
H -1.19064 1.24054 1.91498
H 2.39953 -0.14874 1.88356
H 1.39554 1.31172 0.32862
H -0.19221 -1.40811 -1.73553
H 0.32935 -4.51214 1.31970
H 1.91903 0.46513 3.37383

***

Of them, a) has the highest stability.

***

a) Density functional theory data (ωB97M-V with the def2-TZVPD basis set) for a molecular structure, C27H42N3PdSSbSi3.

Net charge ... +2
Spin multiplicity ... 5
E_HOMO (spin up / spin down) ... -0.4885 / -0.5310 Ha
HOMO-LUMO gap (spin up / spin down) ... 0.3040 / 0.2149 Ha

Atoms and positions in Å:
Sb -2.91931 0.53356 -1.26108
Pd -0.16255 0.34583 -0.23308
S 1.65713 -0.58483 1.05820
Si -3.50196 -0.03260 2.02292
Si -5.35730 -1.43233 -0.22002
Si -0.12041 2.05807 -2.83056
N -1.24310 -1.76630 -0.05242
N 1.35759 1.94909 0.72575
N -2.13976 -1.51492 -2.75839
C -5.27058 -2.47992 -1.76731
C 3.68345 2.70335 2.07977
C 3.32830 1.36366 2.00676
C -2.93397 -3.31242 0.55908
C -6.21103 -2.42832 1.11098
C -0.81057 3.42446 -1.75187
C -1.04078 -0.76992 -3.00962
C 2.16824 1.02684 1.30864
C -0.04674 -1.18763 -3.90010
C -0.98488 0.45436 -2.26556
C -6.40791 0.10491 -0.50286
C -4.88444 1.20778 2.16554
C -1.31819 -3.17736 -4.25457
C -0.67453 2.33256 -4.59432
C 2.87197 3.63856 1.46683
C -2.03905 -4.36045 0.48720
C -4.14840 0.82274 -2.99037
C 1.71286 3.21703 0.79989
C -2.52602 -2.01551 0.24976
C -0.73618 -4.10202 0.08694
C -1.89294 0.88983 2.29821
C -3.53859 -0.89928 0.27024
C -0.39058 -2.79220 -0.16150
C -3.59960 -1.34992 3.34162
C 1.74624 1.91395 -2.75738
C -2.27160 -2.67977 -3.36868
C -0.19060 -2.41578 -4.52267
H 1.05895 3.93943 0.33043
H -7.01102 0.32249 0.37584
H -2.35589 -5.36417 0.72878
H 2.13733 1.61730 -3.72957
H -7.10153 -0.09285 -1.31953
H -0.12995 3.15632 -5.05161
H 2.18259 2.88473 -2.52264
H -3.95344 -3.49466 0.85534
H -5.87087 0.75429 2.20925
H -1.73617 2.57485 -4.64392
H -1.87807 3.55945 -1.94019
H -4.61689 -1.66167 3.56184
H -3.16609 -3.24542 -3.14799
H -0.33639 4.37482 -1.99435
H -4.88346 1.94219 1.35934
H 0.61933 -2.54235 -0.47830
H -4.37365 1.88330 -3.06791
H -1.47043 -4.13816 -4.72368
H -7.28225 -2.35609 0.92097
H 4.57692 3.00693 2.60334
H -1.74904 1.74165 1.61464
H 2.10581 1.19492 -2.01456
H 0.56126 -2.77095 -5.20965
H 3.92367 0.58797 2.46215
H -6.28740 -2.68964 -2.09940
H -0.68531 3.24509 -0.68048
H -0.00477 -4.88784 -0.01722
H -3.01707 -2.23671 3.10042
H -4.79106 -3.43770 -1.57856
H -4.74682 -1.99692 -2.58730
H -3.54907 0.48629 -3.83453
H 0.81770 -0.56588 -4.08401
H -5.95806 -3.48558 1.07576
H -6.04518 -2.07077 2.12244
H -5.88156 1.02478 -0.74684
H -1.93301 1.30652 3.30637
H -3.18908 -0.93620 4.26255
H -1.01690 0.23065 2.26319
H -0.50275 1.44626 -5.20403
H 3.11254 4.69055 1.49611
H -4.74296 1.75595 3.09672
H -5.06463 0.25678 -2.90384

***

b) Density functional theory data (ωB97M-V with the def2-TZVPD basis set) for a molecular structure, C27H42N3PdSSbSi3.

Net charge ... +2
Spin multiplicity ... 5
E_HOMO (spin up / spin down) ... -0.4798 / -0.5105 Ha
HOMO-LUMO gap (spin up / spin down) ... 0.2784 / 0.1776 Ha

Atoms and positions in Å:
Sb -0.47307 -1.68477 -2.82496
Pd -0.45743 0.12966 -0.35080
S -0.45652 0.88139 1.96890
Si 1.51386 0.42217 -4.59148
Si -2.67800 -1.91137 -0.09118
Si 2.35352 -2.67648 -4.13960
N -1.02201 2.37896 -0.04476
N -0.34822 -4.24063 -0.74969
N 1.73620 -0.12476 -0.98427
C 1.28234 1.99106 -3.57995
C 0.71336 -2.92937 0.94367
C 1.37188 -3.01332 -5.69717
C 2.32795 -0.56140 -2.11183
C 3.71787 -0.45922 -2.23746
C 3.13876 0.60275 -5.49146
C -2.54958 -2.40553 1.70551
C -0.10162 -3.06081 -0.17616
C 2.50509 0.33050 0.01972
C -1.44176 3.47481 -0.64563
C 1.27852 -4.06929 1.49218
C 2.15164 -4.08787 -2.94006
C 4.49662 0.02770 -1.21215
C -0.86079 -1.91967 -0.74439
C -1.34360 3.46731 2.09741
C -1.83786 4.61759 0.06759
C -3.57682 -3.21558 -1.08372
C -3.65288 -0.29653 -0.23499
C 0.22173 0.15706 -5.93178
C 1.57223 -1.06197 -3.31944
C 4.17313 -2.59755 -4.56988
C -0.97455 2.37093 1.31684
C -1.81760 -0.05681 -3.16542
C -1.78806 4.61213 1.44756
C 3.87587 0.42072 -0.03507
C 1.00225 -5.29827 0.91201
C 0.18615 -5.32783 -0.20901
H -1.46761 3.46555 -1.72801
H -0.58704 -0.53585 -5.71718
H -4.59617 -3.34268 -0.72611
H 3.38656 -0.27102 -6.08872
H -1.30106 0.87505 -2.91958
H -1.28362 3.40668 3.17161
H -3.11701 0.64847 -0.08968
H -3.06049 -4.16994 -1.00692
H 0.88929 -1.94941 1.38464
H 5.56885 0.09766 -1.32756
H -1.91206 -1.74886 2.29952
H 2.43859 -3.81086 -1.92422
H 1.04146 2.82473 -4.23682
H -0.23003 1.10680 -6.20927
H 4.80178 -2.73896 -3.69382
H 1.98125 0.65074 0.91764
H -0.03791 -6.26284 -0.70284
H 4.50988 -1.71759 -5.10750
H 0.72236 -0.22553 -6.81712
H 1.91534 -4.00095 2.36358
H 3.02362 1.43371 -6.18762
H 1.67577 -2.38107 -6.52747
H 1.55230 -4.04419 -5.99715
H 0.52190 1.94224 -2.80203
H -4.17803 -0.23904 -1.18625
H -3.63645 -2.95187 -2.14166
H 4.43042 0.80070 0.80776
H -2.16170 -3.41759 1.80419
H 2.22161 2.23534 -3.08384
H 4.34992 -3.45471 -5.22060
H 1.41178 -6.21153 1.30962
H -2.17614 5.48742 -0.47394
H 3.98058 0.84066 -4.84664
H 1.13209 -4.46719 -2.90909
H 2.79135 -4.91458 -3.24539
H -2.14030 -0.00477 -4.20047
H -3.54291 -2.38759 2.15114
H 0.29362 -2.90793 -5.58103
H -2.08975 5.48128 2.01291
H -4.41460 -0.34651 0.54288
H -2.68587 -0.19600 -2.52778
H 4.17985 -0.75847 -3.15908

***

Of them, a) has the highest stability.